Record 1
The following is a quantum chemistry calculation of a structure of composition C28H31BN10O2PtS in a non-equilibrium geometry, from the OMol25 dataset.

The geometry in XYZ format:
```
74
Properties=species:S:1:pos:R:3:forces:R:3:lowdin_charge:R:1
Pt -0.7458 -0.4745 0.5036 -0.480 -2.266 -3.004 1.42
C 2.6546 -1.7459 0.1295 -0.049 -0.019 -0.024 -0.02
C 2.0292 -1.0496 -1.0290 0.134 0.104 -0.083 -0.32
C 2.5060 -0.9676 -2.3381 -0.065 -0.006 0.027 0.01
C 1.6095 -0.1631 -3.0117 0.010 0.006 0.105 -0.02
N 0.6522 0.2232 -2.1536 0.201 -0.112 -0.302 0.03
N 0.9177 -0.3103 -0.9362 -0.590 -0.279 0.490 -0.01
B -0.5683 1.1609 -2.3114 -0.003 -0.102 -0.103 -0.66
N -0.5565 2.1221 -1.1100 0.099 0.252 -0.105 0.02
C -0.2107 3.4200 -1.0802 0.116 -0.063 0.154 -0.05
C -0.4862 3.9171 0.1710 -0.114 -0.031 0.059 0.01
C -1.0109 2.8384 0.8957 0.165 0.211 -0.095 -0.31
C -1.5181 2.8868 2.2949 0.030 -0.056 -0.055 -0.02
N -1.0312 1.7567 0.1074 0.115 -0.350 0.827 0.00
N -1.8454 0.2875 -2.2068 -0.172 0.084 -0.171 0.03
C -2.8726 0.1819 -3.0590 -0.139 -0.075 0.002 -0.01
C -3.8024 -0.6853 -2.5194 0.116 -0.035 0.108 0.02
C -3.2705 -1.0846 -1.2892 -0.194 -0.137 0.096 -0.31
C -3.8524 -1.9866 -0.2538 0.038 0.103 -0.048 -0.01
N -2.0839 -0.4949 -1.1441 0.944 0.823 1.059 -0.05
N -0.6384 1.9061 -3.6255 -0.036 0.181 0.177 -0.01
C -1.3391 3.0411 -3.9096 -0.063 0.011 0.045 -0.08
C -1.4248 3.1551 -5.2683 0.043 -0.042 -0.136 -0.01
C -0.7587 2.0118 -5.7729 -0.113 0.070 0.256 -0.34
C -0.5872 1.5915 -7.1924 -0.037 -0.047 0.027 -0.03
N -0.3136 1.2679 -4.7777 0.266 -0.278 -0.140 0.11
H 3.6874 -1.4165 0.2399 0.017 -0.026 -0.025 0.09
H 2.1195 -1.5306 1.0497 0.172 0.027 -0.043 0.04
H 2.6633 -2.8257 -0.0286 0.012 -0.007 0.000 0.09
H 3.3915 -1.4358 -2.7312 0.014 0.044 -0.010 0.11
H 1.5804 0.1704 -4.0322 -0.035 0.047 -0.063 0.11
H 0.2226 3.9036 -1.9391 -0.079 -0.036 -0.049 0.13
H -0.3647 4.9279 0.5207 0.033 -0.011 -0.016 0.12
H -0.7170 3.1791 2.9753 -0.024 -0.009 0.036 0.09
H -2.3039 3.6386 2.3649 0.013 0.027 0.005 0.09
H -1.9131 1.9313 2.6116 -0.046 0.037 0.037 0.04
H -2.8915 0.7216 -3.9919 0.123 0.004 0.018 0.13
H -4.7397 -0.9939 -2.9481 0.007 0.003 0.000 0.12
H -4.8414 -1.6302 0.0316 0.009 -0.027 0.043 0.09
H -3.9609 -2.9996 -0.6409 0.017 -0.017 0.023 0.09
H -3.2212 -2.0160 0.6337 -0.061 -0.040 0.036 0.06
H -1.7411 3.6726 -3.1349 0.011 -0.012 -0.018 0.12
H -1.8818 3.9446 -5.8407 -0.029 0.013 0.069 0.11
H -0.4032 2.4506 -7.8352 0.034 -0.012 -0.013 0.08
H 0.2383 0.8882 -7.2810 0.005 0.018 -0.029 0.08
H -1.4940 1.0973 -7.5455 0.021 0.010 -0.059 0.08
C 4.6193 1.5904 5.4198 -0.071 0.050 0.031 -0.04
C 3.3388 0.9712 4.9405 -0.016 -0.100 0.023 -0.25
C 2.7326 -0.0574 5.6578 0.030 0.072 -0.063 -0.02
C 1.5509 -0.6310 5.2179 -0.137 -0.058 0.046 -0.04
C 0.9708 -0.1606 4.0521 -0.265 -0.139 -0.008 -0.29
C 1.5467 0.8701 3.3187 -0.051 0.111 -0.008 -0.06
C 2.7270 1.4279 3.7702 -0.009 0.007 0.003 -0.02
S -0.4169 -1.0200 3.3946 0.066 -0.082 -0.148 0.64
O -0.8968 -2.0110 4.3027 0.220 -0.109 0.093 -0.25
O -1.3951 -0.0795 2.8392 -0.315 0.012 0.225 -0.39
N 0.2156 -1.6409 2.0237 0.394 1.621 0.322 -0.25
C -0.0607 -2.9043 1.5518 -0.218 -0.585 -0.010 -0.42
C 0.1160 -4.1103 2.2255 0.029 0.065 0.031 0.02
C -0.1360 -5.2720 1.5231 -0.001 0.126 0.016 -0.03
C -0.5469 -5.2102 0.1918 0.055 0.083 0.001 -0.04
C -0.7387 -3.9706 -0.3831 -0.133 -0.121 -0.368 -0.10
N -0.5053 -2.8463 0.2919 -0.140 1.031 0.761 0.05
H 5.0786 0.9841 6.1978 0.034 0.026 0.001 0.08
H 4.4201 2.5812 5.8332 0.042 -0.007 0.018 0.09
H 5.3307 1.7143 4.6039 -0.001 -0.018 -0.008 0.09
H 3.1945 -0.4229 6.5659 0.002 0.019 0.008 0.12
H 1.0746 -1.4339 5.7655 0.048 0.003 0.001 0.12
H 1.0724 1.2304 2.4129 0.048 0.005 -0.007 0.10
H 3.1911 2.2300 3.2094 -0.019 0.002 -0.016 0.12
H 0.4358 -4.1140 3.2572 0.012 -0.013 -0.019 0.12
H -0.0083 -6.2293 2.0105 0.021 -0.011 -0.022 0.12
H -0.7054 -6.1108 -0.3828 -0.077 0.036 -0.024 0.11
H -1.0871 -3.8577 -1.4027 0.014 -0.003 0.010 0.13
```
Forces are in eV/Å.

Results
Net charge: +1
Spin multiplicity: 2
F_max (eV/A): 3.8
Expectation value of S²: 0.7569
HOMO-LUMO gap (alpha / beta) (eV): 6.493 / 6.961

***

Record 2
The following is a quantum chemistry calculation of a structure of composition C2H7O3Pd in a non-equilibrium geometry, from the OMol25 dataset.

The geometry in XYZ format:
```
13
Properties=species:S:1:pos:R:3:forces:R:3:lowdin_charge:R:1
O -0.3727 1.3340 0.1702 -2.950 -12.971 7.099 -0.57
Pd -0.2525 2.7542 -0.4906 1.434 15.872 -7.519 0.57
H 0.4108 0.7536 0.4223 -0.295 0.726 0.109 -0.13
C -1.5581 0.0039 0.3505 -3.617 0.594 -1.289 -0.07
H -2.3928 0.7128 0.2413 0.080 0.483 -0.551 0.05
H -1.5508 -0.5315 -0.6106 0.223 -0.073 0.593 0.06
H -2.0645 -0.4678 1.2038 1.090 -0.623 0.381 0.06
O -0.0305 -1.3000 1.0130 2.584 1.179 -0.050 -0.01
C 1.5974 -0.6766 -0.5075 0.591 -0.601 -1.351 -0.06
O 0.9462 -0.2996 0.6810 0.790 -4.926 1.896 -0.21
H 0.8976 -1.0269 -1.2836 -0.047 0.181 0.499 0.11
H 2.0682 0.2390 -0.8927 0.183 -0.359 0.250 0.10
H 2.3018 -1.4949 -0.2972 -0.066 0.519 -0.065 0.10
```
Forces are in eV/Å.

Results
Spin multiplicity: 4
F_max (eV/A): 17.6
Expectation value of S²: 3.7757
HOMO-LUMO gap (alpha / beta) (eV): 5.553 / 6.525

***

Record 3
The following is a quantum chemistry calculation of a structure of composition C20H31As2HfN6O11P2S in a non-equilibrium geometry, from the OMol25 dataset.

The geometry in XYZ format:
```
74
Properties=species:S:1:pos:R:3:forces:R:3:lowdin_charge:R:1
Hf 1.1688 2.1912 -0.5425 -1.047 -0.232 0.557 1.48
C -0.3724 4.6837 3.0189 0.014 -0.062 -0.011 -0.26
As -0.8266 3.4871 1.5491 0.030 -0.042 0.067 1.13
C -2.2608 4.5200 0.7438 0.056 0.034 0.028 -0.27
C -1.8527 2.0921 2.4458 -0.014 0.021 -0.006 -0.41
C -3.0997 2.3214 3.0191 0.001 0.025 -0.018 -0.09
C -3.8090 1.2802 3.5983 0.001 -0.031 0.009 -0.06
C -3.2797 -0.0029 3.6099 -0.011 0.023 -0.002 -0.06
C -2.0297 -0.2415 3.0592 0.023 -0.004 -0.006 -0.09
C -1.3168 0.8038 2.4809 0.039 0.022 0.012 -0.43
As 0.4808 0.5853 1.8048 0.012 -0.168 0.092 1.08
C 1.5242 1.2058 3.3252 0.048 0.006 0.007 -0.25
C 0.7870 -1.3280 1.9030 -0.062 -0.004 -0.025 -0.26
H -1.2894 4.9772 3.5277 0.014 0.014 0.016 0.04
H 0.1223 5.5659 2.6162 -0.006 -0.002 -0.020 0.04
H 0.2927 4.1962 3.7281 -0.005 -0.017 -0.008 0.02
H -2.9825 4.7774 1.5161 -0.020 0.007 -0.017 0.03
H -2.7381 3.9453 -0.0451 0.002 -0.012 0.001 0.04
H -1.8565 5.4399 0.3274 0.015 -0.016 0.000 0.03
H -3.5321 3.3140 3.0209 0.003 0.001 -0.012 0.10
H -4.7775 1.4701 4.0412 -0.002 0.001 -0.003 0.12
H -3.8358 -0.8158 4.0574 0.001 0.001 0.002 0.11
H -1.6158 -1.2415 3.0926 -0.003 0.005 0.004 0.10
H 1.0358 0.8901 4.2451 -0.013 -0.005 -0.009 0.05
H 1.6138 2.2902 3.3049 -0.007 -0.002 -0.006 0.01
H 2.5204 0.7676 3.2792 -0.009 -0.017 0.003 0.02
H 0.0439 -1.8515 1.3019 0.010 -0.013 -0.007 0.02
H 0.7140 -1.6633 2.9365 -0.005 0.013 0.002 0.05
H 1.7885 -1.5555 1.5385 0.012 0.026 0.000 0.01
O -0.8546 5.5275 -1.9529 -0.005 -0.099 0.114 -0.04
P 0.0704 4.2742 -1.8748 -0.042 0.168 -0.226 0.20
O 1.1694 4.3225 -0.8084 0.139 0.049 -0.188 -0.39
O -0.6882 3.0027 -1.5262 -0.032 -0.036 -0.021 -0.39
O 0.7706 4.2235 -3.2963 -0.037 -0.031 0.059 -0.21
P 1.9805 3.1017 -3.5090 0.247 -0.075 -0.025 0.28
O 3.1872 3.6682 -2.6424 0.056 0.119 0.027 -0.11
O 2.2590 2.8952 -4.9142 -0.217 -0.080 -0.063 -0.20
O 1.4880 1.9633 -2.5718 0.589 0.400 0.048 -0.40
H -0.6419 6.1544 -2.6552 0.014 0.088 -0.083 0.12
H 3.8223 4.2260 -3.1061 -0.034 -0.026 -0.161 0.11
N 4.3826 -1.5215 1.9711 -0.038 -0.005 -0.021 0.16
C 4.5460 -0.4005 1.7547 0.010 -0.017 0.053 -0.35
N 4.7270 0.8993 1.5168 0.093 0.023 -0.038 0.14
C 3.8233 1.5654 0.9851 -0.077 0.042 0.028 -0.33
N 2.9731 2.2342 0.4926 0.221 0.096 -0.035 0.00
C -3.3612 -6.2069 -2.4831 0.005 -0.002 0.002 -0.11
C -2.5054 -5.0634 -1.9503 0.014 -0.005 0.003 -0.30
S -0.8475 -5.6546 -1.6656 -0.018 0.044 0.006 0.64
O -0.2732 -6.0166 -2.9330 0.011 -0.007 -0.004 -0.29
O -0.8850 -6.5783 -0.5690 0.002 -0.018 0.003 -0.29
C 0.0511 -4.2146 -1.0870 -0.006 0.006 -0.006 -0.21
C 0.4204 -3.2778 -2.2252 -0.025 -0.023 -0.024 -0.13
N 1.1557 -2.1054 -1.7248 -0.001 -0.018 0.048 0.08
C 0.5893 -0.9410 -1.3646 -0.005 0.054 -0.065 -0.34
N 1.5154 -0.0576 -0.9976 0.006 -0.197 -0.169 -0.07
C 2.7325 -0.6636 -1.1570 0.012 -0.015 0.090 -0.02
C 2.5153 -1.9304 -1.5800 -0.019 -0.027 0.401 -0.11
N 3.5062 -2.9565 -1.7800 -0.182 0.299 -1.519 -0.32
O 4.6440 -2.5716 -1.8886 0.221 -0.038 0.547 0.14
O 3.0986 -4.0798 -2.0003 0.041 -0.255 0.531 0.11
C -0.8658 -0.6407 -1.4486 0.035 0.015 0.015 0.03
H -4.3746 -5.8509 -2.6594 0.000 0.000 -0.002 0.08
H -3.4006 -7.0238 -1.7649 0.001 0.001 0.001 0.08
H -2.9570 -6.5842 -3.4207 -0.004 0.001 -0.002 0.08
H -2.8736 -4.6906 -0.9933 0.000 -0.001 0.000 0.10
H -2.4420 -4.2439 -2.6689 0.009 -0.002 0.001 0.10
H 0.9478 -4.6282 -0.6230 0.002 -0.012 -0.002 0.11
H -0.5527 -3.7328 -0.3155 -0.004 -0.004 0.003 0.10
H -0.4558 -2.8989 -2.7483 -0.009 0.008 0.009 0.12
H 1.0409 -3.7982 -2.9468 -0.029 0.023 0.004 0.13
H 3.6794 -0.1883 -0.9691 -0.017 -0.009 0.001 0.13
H -1.4809 -1.5072 -1.2120 0.005 -0.006 0.007 0.09
H -1.1250 -0.2860 -2.4484 -0.004 -0.010 -0.002 0.11
H -1.1279 0.1513 -0.7422 -0.006 0.006 0.003 0.06
```
Forces are in eV/Å.

Results
Net charge: +1
F_max (eV/A): 1.6
HOMO-LUMO gap (eV): 8.537

***

Record 4
The following is a quantum chemistry calculation of a structure of composition C30H45BrCrN8O4Si in a non-equilibrium geometry, from the OMol25 dataset.

The geometry in XYZ format:
```
90
Properties=species:S:1:pos:R:3:forces:R:3:lowdin_charge:R:1
Cr 0.1125 0.6142 -0.3281 0.289 -0.662 -1.177 0.94
Br 2.6189 -2.2098 0.6937 -0.100 0.059 -0.107 0.93
C 2.3362 -0.6470 1.6970 -0.145 0.037 -0.272 -0.71
C 3.1395 -0.4962 2.8168 0.132 -0.049 0.090 -0.10
C 3.0364 0.6523 3.5717 0.127 0.029 0.058 -0.01
C 2.0996 1.6027 3.2000 0.035 0.191 0.150 0.03
C 1.3107 1.3473 2.1086 -0.284 -0.227 -0.185 -0.18
N 1.4141 0.2416 1.3243 0.322 0.222 0.527 0.04
C 0.1608 2.2627 1.7558 -0.108 -0.648 -0.001 -0.57
O 0.0913 3.3881 2.1559 -0.189 0.286 0.210 0.14
O -0.7188 1.6382 0.9866 0.676 0.798 0.239 -0.15
H 3.8437 -1.2770 3.0681 -0.022 0.041 -0.026 0.11
H 3.6807 0.8011 4.4303 -0.080 -0.016 -0.029 0.13
H 1.9403 2.5277 3.7408 0.036 -0.072 -0.035 0.14
C -0.3577 3.7860 -2.1378 -0.044 -0.019 0.137 -0.07
O -1.0751 2.6838 -1.5804 -0.192 -0.133 -0.073 -0.26
C -2.2560 3.1143 -0.8782 0.144 -0.025 -0.204 -0.16
C -3.2954 2.0305 -0.9281 0.032 -0.164 -0.042 -0.19
O -2.7395 0.7911 -0.5288 -0.096 -0.045 0.113 -0.24
C -3.7398 -0.2069 -0.4111 0.095 0.068 -0.108 -0.07
H -0.9556 4.2703 -2.9122 -0.026 -0.003 -0.034 0.11
H 0.5610 3.3959 -2.5664 -0.012 0.001 0.020 0.06
H -0.1125 4.5143 -1.3621 -0.012 -0.015 -0.018 0.10
H -2.6716 3.9974 -1.3665 0.017 0.068 -0.061 0.14
H -1.9917 3.3635 0.1427 0.083 0.068 0.133 0.12
H -3.6881 1.9243 -1.9451 -0.057 0.007 -0.082 0.13
H -4.1219 2.3173 -0.2706 -0.056 -0.007 0.037 0.14
H -4.3687 -0.2380 -1.3053 -0.023 -0.002 -0.048 0.10
H -4.3736 -0.0226 0.4606 -0.016 0.016 0.022 0.10
H -3.2437 -1.1678 -0.3047 0.056 -0.055 0.025 0.07
C 0.0056 -2.0894 3.7242 -0.124 0.100 0.040 -0.18
N -0.8226 -1.5477 2.6283 -0.197 -0.217 0.018 -0.07
C -1.6822 -2.6542 2.1522 0.008 0.062 0.251 -0.19
N -2.5224 -3.2191 3.2058 0.048 0.056 0.024 -0.08
C -1.6413 -3.7112 4.2747 -0.014 0.183 -0.069 -0.16
N -0.7921 -2.6425 4.8168 -0.065 0.034 -0.029 -0.08
C -1.6704 -1.5800 5.3310 0.010 -0.070 -0.189 -0.16
N -2.5480 -1.0373 4.2853 0.032 -0.070 0.004 -0.08
C -1.7116 -0.5158 3.2075 0.063 -0.134 0.006 -0.17
C -3.3579 -2.1399 3.7526 0.229 -0.006 -0.014 -0.16
H 0.6274 -1.2836 4.1220 0.022 0.025 -0.001 0.12
H 0.6561 -2.8705 3.3232 0.008 -0.025 -0.012 0.12
H -2.3221 -2.2790 1.3550 -0.051 0.020 -0.075 0.10
H -1.0475 -3.4482 1.7510 0.025 0.000 -0.007 0.12
H -1.0054 -4.5019 3.8731 0.007 -0.021 0.002 0.13
H -2.2508 -4.1250 5.0786 -0.003 0.002 0.002 0.13
H -1.0571 -0.7737 5.7361 0.017 0.017 0.003 0.13
H -2.2854 -1.9896 6.1319 -0.009 -0.001 0.033 0.13
H -1.0962 0.2955 3.6050 0.015 0.011 -0.015 0.12
H -2.3436 -0.1120 2.4148 -0.019 0.010 -0.022 0.12
H -4.0043 -1.7569 2.9614 -0.021 0.011 -0.021 0.12
H -3.9813 -2.5422 4.5503 -0.023 -0.016 0.028 0.13
C 4.2836 1.2045 -0.2376 0.160 -0.148 0.059 -0.16
Si 2.9533 1.9498 -1.3168 -0.069 -0.103 0.056 0.42
C 3.7525 2.3080 -2.9539 0.089 0.105 -0.239 -0.15
C 2.4468 3.5432 -0.4760 0.026 0.102 0.068 -0.15
N 1.5537 0.8767 -1.5852 -0.282 0.146 -0.130 -0.17
C 1.6183 0.2063 -2.8669 -0.035 -0.019 0.302 -0.39
C 2.2236 -1.0473 -2.9880 -0.005 -0.042 0.111 -0.05
C 2.2776 -1.7071 -4.2087 0.000 0.032 0.042 -0.07
C 1.7438 -1.1167 -5.3487 0.025 0.007 0.057 -0.08
C 1.1832 0.1492 -5.2537 0.025 0.051 0.046 -0.08
C 1.1233 0.8005 -4.0276 0.082 0.097 0.011 -0.09
H 5.2183 1.7496 -0.4273 -0.150 -0.080 0.034 0.05
H 4.4731 0.1469 -0.4488 -0.016 0.091 0.045 0.03
H 4.0587 1.3273 0.8245 0.031 -0.074 0.010 0.01
H 4.5601 3.0382 -2.8112 -0.126 -0.118 0.007 0.05
H 3.0557 2.7139 -3.6922 0.092 -0.004 0.042 0.03
H 4.1898 1.3972 -3.3761 -0.031 0.112 -0.005 0.05
H 3.2761 3.8912 0.1521 -0.121 -0.038 -0.070 0.05
H 1.5733 3.4401 0.1713 0.074 0.143 -0.051 0.01
H 2.2320 4.3354 -1.1988 0.030 -0.093 0.095 0.04
H 2.6628 -1.5014 -2.1057 -0.085 0.028 -0.058 0.06
H 2.7513 -2.6810 -4.2682 -0.042 0.064 -0.006 0.11
H 1.7854 -1.6272 -6.3031 0.010 0.025 0.046 0.11
H 0.7956 0.6380 -6.1410 0.017 -0.016 0.054 0.11
H 0.6912 1.7949 -3.9633 0.042 -0.114 -0.052 0.10
N -1.5550 0.2326 -3.2298 -0.216 -0.020 0.432 0.20
C -1.3167 -0.9439 -2.6284 0.406 -0.033 0.160 -0.35
C -1.7574 -2.1248 -3.2599 -0.071 -0.095 -0.102 0.00
C -1.5456 -3.3389 -2.6758 0.000 -0.077 0.011 -0.03
C -0.8947 -3.3982 -1.4358 -0.025 -0.208 -0.037 -0.05
C -0.4734 -2.2285 -0.8833 0.021 0.281 0.140 -0.18
N -0.6379 -1.0051 -1.4486 -0.392 0.073 -0.378 0.03
H -1.2800 1.1165 -2.8264 -0.030 0.016 0.125 0.08
H -1.9494 0.2321 -4.1505 0.012 -0.005 -0.089 0.13
H -2.2631 -2.0394 -4.2143 0.014 -0.018 0.059 0.12
H -1.8856 -4.2461 -3.1617 0.018 0.068 0.014 0.12
H -0.7249 -4.3356 -0.9208 -0.023 0.093 -0.056 0.12
H 0.0182 -2.2261 0.0777 0.006 0.053 0.034 0.03
```
Forces are in eV/Å.

Results
Net charge: +1
Spin multiplicity: 4
F_max (eV/A): 1.4
Expectation value of S²: 3.7960
HOMO-LUMO gap (alpha / beta) (eV): 7.250 / 7.665

***

Results for ΔE to the lowest compared entry with this formula, charge and spin: 2.410, 0.000, 1.268, 0.000 (in eV, following the order of the records).